ORCA calculation (ωB97M-V/def2-TZVPD) on a molecular structure, C9H21I2O3P2Ru in a non-equilibrium geometry.

XYZ file:
```
38
Properties=species:S:1:pos:R:3:forces:R:3
I -0.0040 -0.8995 -4.0425 0.1 -1.3 -1.0
I -0.0316 1.4915 -2.4979 0.0 1.5 -0.3
Ru -0.0099 0.1469 0.3884 0.2 -3.7 1.3
P -2.1756 -0.2440 -0.1373 -4.1 0.2 -0.2
C -3.0598 1.3060 0.2464 0.1 -0.1 -0.2
C -2.7338 -0.7670 -1.8063 0.7 0.4 -0.2
H -3.8240 -0.9140 -1.8674 0.4 -0.1 0.4
H -4.0579 -1.6068 0.6271 0.3 0.2 -0.1
H -2.1680 -1.6646 -2.1006 -0.5 0.1 0.1
H -2.4705 -2.3875 0.8938 -0.2 0.0 0.1
H -2.7610 2.0833 -0.4607 -0.1 0.0 0.0
H -2.4753 0.0541 -2.4804 -0.2 -0.2 0.0
C -3.0202 -1.4439 0.9426 0.7 -0.2 0.2
H -4.1431 1.1595 0.2071 0.1 0.0 0.0
H -2.9944 -1.0704 1.9705 0.0 -0.1 -0.1
H -2.7603 1.6125 1.2537 -0.2 0.0 -0.1
P 2.1900 -0.1588 -0.0928 4.1 0.4 -0.2
C 3.0160 1.4187 0.2807 -0.2 -0.1 -0.1
C 3.0680 -1.3520 0.9613 -0.7 -0.2 0.3
H 2.2685 -1.5404 -2.0249 0.3 0.1 -0.2
H 3.8685 -0.7152 -1.8810 -0.4 0.0 0.5
H 2.4394 0.2203 -2.3939 0.3 -0.4 -0.2
C 2.7800 -0.6070 -1.7620 -0.8 0.3 -0.2
H 2.5435 -2.3107 0.9017 0.2 0.0 0.1
H 4.1112 -1.4779 0.6432 -0.3 0.2 0.0
H 4.1036 1.3092 0.2308 -0.2 0.0 0.0
H 2.7026 1.7055 1.2885 0.2 0.1 0.0
H 3.0238 -0.9794 1.9891 0.1 -0.2 0.0
H 2.6765 2.1760 -0.4308 0.2 0.0 0.1
C -0.0350 2.0055 0.2307 0.0 6.8 -0.7
O -0.0440 3.1779 0.2144 0.0 -4.5 0.5
C 0.0281 -2.0112 3.9560 0.0 -0.3 -0.4
C 0.0177 -1.5068 2.5250 0.0 -1.0 0.4
O 0.0313 -2.2642 1.5228 0.0 1.8 0.2
O -0.0060 -0.2048 2.3680 0.0 -0.4 0.5
H 0.0474 -3.0949 4.0056 0.0 -0.1 -0.3
H -0.8570 -1.6807 4.4977 0.0 0.3 -0.1
H 0.9014 -1.6488 4.4966 0.0 0.3 -0.1
```
Positions in Å, forces in eV/Å.

<S²> = 8.7778
multiplicity = 6
HOMO-LUMO gap (spin up / spin down) = 0.23280 / 0.21555 Eh
charge = +2

ORCA calculation (ωB97M-V/def2-TZVPD) on a single C9H21INO5P molecule in a non-equilibrium geometry.

XYZ file:
```
38
Properties=species:S:1:pos:R:3:forces:R:3
C -2.8308 1.4427 2.5474 -0.1 -0.1 -0.4
C -2.6955 0.7473 1.1361 0.7 -0.6 0.8
N -1.8958 1.6073 0.2103 -1.1 0.2 2.1
O -2.2186 1.2871 -1.1372 2.9 -0.9 -1.2
P -0.9033 1.1125 -2.1554 -1.2 1.7 -5.6
O -1.2992 1.6887 -3.4971 0.7 -1.1 2.9
O -0.5015 -0.5068 -2.4474 -0.6 2.1 2.4
C -0.9614 -1.2865 -1.2989 -0.8 -0.6 0.1
C -0.3940 -2.7397 -1.2823 -0.2 0.7 -0.9
O 0.8376 -2.8840 -0.5924 -1.0 -0.2 0.4
C 0.7180 -2.5686 0.7948 1.0 0.6 0.9
C 1.4344 -3.5962 1.7419 -0.4 0.7 0.4
O 0.4478 1.9363 -1.6343 -1.6 -2.6 0.6
C 1.5240 1.0626 -1.2405 1.7 0.0 1.0
C 2.4909 1.8422 -0.2927 0.2 0.7 -1.0
C 2.9024 3.2423 -0.8927 -0.5 -0.2 1.0
I 1.5072 2.1869 1.6351 0.3 -0.2 -0.4
H -3.8401 1.8925 2.6904 0.7 -0.4 -0.1
H -2.6454 0.6862 3.3432 -0.2 0.6 -0.5
H -2.0899 2.2636 2.6698 -0.4 -0.6 -0.2
H -2.1299 -0.2112 1.3162 -0.6 0.6 -0.2
H -3.6724 0.4508 0.7045 0.6 0.6 0.1
H -0.9264 1.3892 0.4526 0.0 0.2 -0.6
H -2.0798 -1.3465 -1.3781 0.9 0.0 0.1
H -0.7501 -0.7021 -0.3711 0.0 -0.8 -0.4
H -1.1991 -3.4171 -0.9037 0.7 0.4 0.1
H -0.2063 -3.0225 -2.3464 -0.1 0.2 0.8
H 1.2283 -1.5774 0.9488 -0.5 -0.7 -0.1
H -0.3371 -2.4251 1.1405 0.6 -0.3 -0.5
H 1.9571 -3.0047 2.5368 -0.3 -0.5 -0.6
H 0.6655 -4.2003 2.2811 0.8 0.1 -0.6
H 2.1969 -4.2215 1.2353 -0.7 0.4 0.2
H 1.2102 0.1417 -0.7007 -0.1 0.6 -0.5
H 2.1160 0.7294 -2.1277 -0.5 0.4 0.4
H 3.3875 1.2294 -0.0668 -0.7 0.2 -0.1
H 1.9917 3.8858 -0.8275 0.8 -0.4 -0.5
H 3.2843 3.1490 -1.9326 -0.4 0.0 0.6
H 3.6769 3.7365 -0.2592 -0.5 -0.5 -0.5
```
Positions in Å, forces in eV/Å.

multiplicity = 1
HOMO-LUMO gap = 0.35271 Eh
SMILES = CCNO[P@](=O)(OCCOCC)OC[C@@H](C)I
charge = 0

ORCA calculation (ωB97M-V/def2-TZVPD) on a molecular structure, C9H21InN4O6 in a non-equilibrium geometry.

XYZ file:
```
41
Properties=species:S:1:pos:R:3:forces:R:3
In 0.1108 -1.1928 -1.4037 0.8 0.9 1.6
N 2.8324 1.5666 -2.1234 0.1 1.6 -0.1
O 2.2398 2.5594 -1.6942 -0.2 -0.3 0.1
O 2.3449 0.4412 -1.9422 -0.3 -1.8 0.0
O 3.8727 1.6590 -2.7199 0.0 -0.4 0.1
C 1.8320 -3.5959 1.8801 0.1 1.0 0.6
C 0.4226 -3.8398 1.3978 1.3 0.2 -0.5
O 0.0319 -3.3314 0.3278 -1.0 0.6 -1.0
N -0.3390 -4.6258 2.1461 0.4 0.9 -0.1
C -1.7853 -4.6922 1.9999 0.0 -0.6 0.0
H 2.2077 -2.6478 1.4989 -0.2 -0.1 -0.5
H 2.5658 -4.3584 1.6340 -0.3 -0.3 0.1
H 1.8016 -3.3890 2.9560 0.1 -0.6 0.0
H 0.1570 -4.9143 2.9758 -0.6 -0.4 0.2
H -2.0247 -4.6319 0.9434 0.0 0.0 0.0
H -2.2854 -3.8929 2.5469 0.1 0.0 0.0
H -2.1303 -5.6486 2.3821 -0.1 0.0 0.0
C 1.9191 1.4946 1.9658 0.1 -0.9 0.6
C 0.8620 0.4275 1.8356 -0.2 0.7 -0.3
O 0.9825 -0.5206 1.0320 -0.3 -0.4 -1.0
N -0.2186 0.5532 2.6036 0.2 -0.2 -0.1
C -1.3594 -0.3371 2.5919 -1.3 1.0 0.3
H 1.4725 2.4826 2.0158 0.2 0.1 -0.1
H 2.6694 1.3591 1.1959 -0.2 0.3 -0.3
H 2.4384 1.2781 2.9057 0.0 0.3 0.1
H -0.2990 1.3780 3.1788 0.1 0.0 0.1
H -2.1139 0.0203 1.8753 0.4 -0.4 -0.5
H -1.9225 -0.1529 3.5100 0.4 -0.4 0.3
H -1.1376 -1.3871 2.4621 0.3 0.0 -0.1
C -2.5024 2.3425 -3.6417 0.0 -0.8 0.5
C -1.0712 2.1304 -3.2260 -1.5 0.5 0.3
O -0.6657 0.9710 -2.9856 1.0 -0.9 0.1
N -0.2768 3.1867 -3.0795 0.5 -0.4 0.5
C -0.6004 4.5951 -3.2530 -0.2 -0.4 -0.6
H -2.8773 3.3282 -3.3901 0.0 0.1 -0.5
H -3.1044 1.6191 -3.0872 0.1 0.1 0.2
H -2.6434 2.0021 -4.6681 0.1 0.6 -0.2
H 0.6383 2.9426 -2.7074 0.0 0.2 0.0
H -1.0174 4.7292 -4.2529 0.0 0.2 0.1
H 0.3118 5.1743 -3.1713 0.0 0.0 0.1
H -1.3383 4.9180 -2.5149 0.1 0.0 0.0
```
Positions in Å, forces in eV/Å.

multiplicity = 1
HOMO-LUMO gap = 0.12652 Eh
charge = +2

ORCA calculation (ωB97M-V/def2-TZVPD) on a molecular structure, C9H21N3O3Sn in a non-equilibrium geometry.

XYZ file:
```
37
Properties=species:S:1:pos:R:3:forces:R:3
Sn 1.0242 5.0190 -1.2237 0.0 -0.1 0.0
C -6.6046 0.5157 -2.4947 0.2 0.5 0.8
C -6.4176 1.8572 -1.7744 1.2 -1.3 -0.2
O -5.3357 2.4414 -1.8337 -0.4 0.4 0.0
N -7.3898 2.1900 -0.9190 -0.2 1.5 0.0
C -8.6644 1.5827 -0.7542 -0.9 -1.8 0.4
H -7.6077 0.4617 -2.9177 0.3 -0.3 -0.3
H -6.4930 -0.2025 -1.6824 -0.5 -0.2 0.1
H -5.7567 0.2576 -3.1293 -0.4 0.6 -0.4
H -7.2722 3.0235 -0.3609 0.4 0.1 -0.3
H -8.5127 0.6651 -0.1857 -0.2 -0.1 0.5
H -9.1676 1.1825 -1.6344 0.2 0.6 -0.5
H -9.3794 2.2070 -0.2183 0.3 0.1 -0.1
C 8.0410 1.4950 1.6808 1.1 -0.9 1.3
C 7.6022 1.0669 0.3375 -0.2 0.3 -0.5
O 6.7041 1.7414 -0.1880 0.3 -0.9 -0.3
N 8.2055 -0.0089 -0.2280 -1.5 0.5 -1.3
C 7.7045 -0.5512 -1.5295 0.7 -0.5 1.0
H 8.8989 0.9079 2.0086 0.5 0.2 -0.2
H 7.3335 1.1582 2.4385 -0.6 0.6 -0.2
H 8.2756 2.5582 1.7327 -0.3 -0.2 0.0
H 9.0037 -0.4815 0.1716 -0.3 0.3 0.3
H 7.2421 -1.5224 -1.3537 -0.1 0.0 0.1
H 8.5949 -0.7487 -2.1263 -0.3 0.3 -0.4
H 6.9499 0.0802 -1.9987 0.5 0.3 0.2
C 1.0993 -2.9746 0.8958 -0.6 -0.6 -0.5
C -0.1981 -2.1519 0.9187 1.6 -0.5 1.3
O -0.2141 -1.1011 0.3400 0.0 2.0 -1.8
N -1.1344 -2.4423 1.8030 -1.3 -0.7 2.0
C -2.2098 -1.5252 2.2364 -0.2 -0.4 -0.5
H 1.8266 -2.3931 1.4624 0.0 0.0 -0.2
H 1.3864 -3.1064 -0.1474 0.2 0.4 0.1
H 1.0726 -3.9889 1.2939 -0.4 0.1 0.3
H -1.0508 -3.3066 2.3190 0.0 0.1 -0.1
H -2.0196 -0.5069 1.8974 -0.1 -0.3 -0.4
H -2.3967 -1.4515 3.3077 0.8 -0.4 0.2
H -3.1399 -1.9474 1.8558 -0.2 0.5 -0.3
```
Positions in Å, forces in eV/Å.

multiplicity = 1
HOMO-LUMO gap = 0.06442 Eh
charge = +2

ORCA calculation (ωB97M-V/def2-TZVPD) on a molecular structure, C9H21N3O3Sn in a non-equilibrium geometry.

XYZ file:
```
37
Properties=species:S:1:pos:R:3:forces:R:3
Sn 14.2196 11.6996 -8.9695 0.1 2.5 -1.1
C 13.3067 16.0871 -11.1664 -0.7 0.4 -0.3
C 13.6442 15.6506 -9.7812 -2.2 2.9 -0.8
O 14.0945 14.5706 -9.6115 2.7 -6.2 1.2
N 13.3381 16.4536 -8.7760 -0.2 1.5 1.8
C 13.7048 16.2168 -7.3567 0.4 -0.9 -0.1
H 13.0625 15.2150 -11.7731 0.6 0.0 0.0
H 14.1245 16.6852 -11.5683 -0.1 -0.1 -0.2
H 12.3829 16.6649 -11.1949 0.2 0.4 0.1
H 12.9251 17.3423 -9.0203 0.2 0.0 0.1
H 14.7550 16.3974 -7.1272 0.2 0.2 -0.5
H 13.5564 15.1595 -7.1370 -0.2 0.0 -0.1
H 13.1820 16.7643 -6.5726 -0.6 0.3 -0.8
C 10.5022 13.9649 -6.5881 0.9 -0.6 0.4
C 10.7470 13.7841 -8.0783 -2.3 1.8 1.7
O 11.5982 13.0678 -8.5386 3.5 -2.3 -1.3
N 9.9109 14.4827 -8.8392 -0.4 -0.3 0.6
C 9.9655 14.7460 -10.2424 -0.1 0.4 -0.7
H 11.4251 13.7991 -6.0324 0.3 0.0 -0.3
H 9.8760 13.1574 -6.2087 -0.5 0.2 -0.1
H 10.1822 14.9591 -6.2764 -0.5 -0.2 -0.3
H 9.0620 14.8076 -8.3989 0.3 0.2 0.2
H 8.9307 14.7189 -10.5839 0.2 0.1 -0.4
H 10.5768 14.0878 -10.8599 -0.1 -0.3 0.5
H 10.3734 15.7505 -10.3544 -0.2 0.1 -0.3
C 18.2563 13.5508 -11.3529 0.1 1.2 0.0
C 17.8473 12.2714 -10.6979 2.9 0.2 -0.1
O 16.6764 12.0051 -10.4920 -3.5 -0.8 1.0
N 18.8487 11.4449 -10.2904 -1.9 0.1 -0.5
C 18.5327 10.1027 -9.7470 1.2 1.2 0.5
H 19.3019 13.5812 -11.6593 -0.1 -0.1 0.1
H 18.0575 14.3833 -10.6779 0.4 -0.1 0.7
H 17.6423 13.9585 -12.1560 -0.2 -1.1 -0.5
H 19.8096 11.7364 -10.3988 -0.2 -0.2 -0.1
H 19.3404 9.9749 -9.0264 -0.1 -0.8 -0.1
H 18.5191 9.3433 -10.5289 0.0 0.0 0.2
H 17.6089 10.1334 -9.1693 0.0 0.0 -0.3
```
Positions in Å, forces in eV/Å.

multiplicity = 1
HOMO-LUMO gap = 0.20529 Eh
charge = +2

ORCA calculation (ωB97M-V/def2-TZVPD) on a single C9H21O3P molecule in a non-equilibrium geometry.

XYZ file:
```
34
Properties=species:S:1:pos:R:3:forces:R:3
C -2.3502 -2.2164 1.0479 -1.8 1.2 -2.1
C -1.7273 -2.1213 -0.4277 -2.7 -0.5 1.8
O -0.6177 -1.2007 -0.2811 -0.9 -0.5 -1.1
C -0.8337 0.1398 -0.5265 0.4 0.8 -0.5
O -1.9798 0.5674 0.1291 0.9 -0.8 0.1
C -2.2868 1.9357 0.0789 -1.4 -0.5 0.8
C -3.7916 1.9222 0.0049 0.7 0.8 -2.1
P 0.7375 0.9244 0.1780 1.1 0.2 2.3
O 0.5457 1.3102 1.6131 -0.3 0.0 -0.5
C 2.2147 -0.2459 0.0584 -0.8 1.5 -1.3
C 3.3782 0.6933 0.2144 1.8 0.0 -1.2
C 2.1804 -1.2353 1.1538 0.6 1.1 2.2
C 2.1929 -0.9119 -1.3082 0.0 1.7 -2.3
H -1.5315 -2.5448 1.6244 0.5 -0.8 1.2
H -2.5754 -1.1301 1.3338 0.0 -1.9 -0.2
H -3.3262 -2.8740 1.0527 2.1 1.1 0.2
H -2.7077 -1.8915 -1.0712 2.9 0.1 0.5
H -1.2919 -3.1197 -0.6537 -0.3 0.9 -0.4
H -0.9166 0.4257 -1.6009 -0.1 -0.5 0.1
H -1.9980 2.4250 1.0226 0.4 0.0 -0.6
H -1.9221 2.3828 -0.8067 1.0 0.8 -0.8
H -4.0788 1.2366 0.7116 -1.2 -1.3 2.0
H -4.0986 2.9225 0.2140 -0.9 0.6 0.1
H -4.1722 1.5233 -0.9641 0.3 0.6 0.5
H 1.2084 2.1105 -0.5116 -0.6 -0.8 -0.5
H 3.3184 1.4786 -0.5491 0.1 0.0 0.0
H 3.3722 1.2304 1.1815 0.4 -0.7 -0.3
H 4.3369 0.1059 -0.0892 -1.3 1.1 1.2
H 1.3341 -1.7998 0.9645 -2.1 -1.2 0.5
H 2.1887 -0.6946 2.1775 -0.2 -1.2 -1.6
H 2.9676 -1.9690 1.0814 0.9 0.1 0.0
H 1.1750 -1.1255 -1.6775 0.4 0.3 0.2
H 2.7373 -0.2882 -2.1373 -1.0 -1.0 1.5
H 2.6385 -1.8657 -1.2867 1.0 -1.2 0.1
```
Positions in Å, forces in eV/Å.

multiplicity = 1
HOMO-LUMO gap = 0.36478 Eh
SMILES = CCOC(OCC)[P@@H](=O)C(C)(C)C
charge = 0

ORCA calculation (ωB97M-V/def2-TZVPD) on a molecular structure, C9H22AlFeN3O8P in a non-equilibrium geometry.

XYZ file:
```
45
Properties=species:S:1:pos:R:3:forces:R:3
Fe -1.3480 16.4969 9.3821 -0.9 1.5 0.0
Al -4.0975 14.3240 8.9178 0.7 0.5 0.1
O -2.6863 16.5712 8.0639 0.2 -0.8 0.1
H -3.0533 17.3379 7.6108 0.0 -0.1 0.2
P -0.9384 14.6072 10.7840 0.3 0.8 -0.1
O -0.0027 15.8523 10.6949 -0.5 -0.4 -0.4
O -1.2486 14.3762 9.2106 -0.3 -0.1 -0.5
O -2.3657 15.3724 10.7044 -0.9 0.0 -0.3
O -0.8905 13.4860 11.6605 0.6 -1.2 1.1
C -1.8446 20.8990 4.5576 0.2 -0.3 -0.7
O -0.5634 20.7959 4.9409 -0.6 -0.1 0.4
N -2.5926 19.7139 4.7154 -0.2 0.0 0.4
C -3.9140 19.7953 5.2878 0.0 -0.3 0.6
C -1.9801 18.4158 4.8513 0.3 0.3 -0.5
H -2.3931 21.8159 4.4392 0.1 0.3 0.2
H -4.6105 19.1342 4.7673 0.0 0.2 -0.3
H -4.2690 20.8203 5.3035 -0.1 0.0 -0.2
H -3.9201 19.4215 6.3330 0.1 0.2 -0.1
H -2.6001 17.6712 4.3519 -0.1 0.0 0.0
H -1.0039 18.4401 4.3691 0.0 -0.1 0.2
H -1.8750 18.1279 5.9068 0.1 0.0 -0.1
C -1.9851 19.5055 10.2911 1.0 1.0 -0.7
O -1.8695 18.2964 10.0148 0.1 -0.6 0.1
N -1.8345 20.4739 9.4096 -0.3 0.0 0.3
C -1.8148 21.8572 9.8455 -0.3 0.9 -0.2
C -1.6350 20.2611 7.9766 0.0 -0.1 0.3
H -2.1158 19.8846 11.3034 -0.2 -0.4 0.2
H -2.7369 22.3664 9.5534 0.0 -0.1 0.0
H -1.0058 22.3851 9.3411 0.1 -0.1 0.1
H -1.6960 21.9893 10.9173 0.1 -0.4 0.0
H -2.1770 21.0018 7.3885 -0.1 0.1 0.2
H -0.5774 20.3811 7.7388 0.0 -0.3 -0.1
H -2.0314 19.2806 7.7257 0.3 0.0 -0.1
C 0.8650 15.7744 4.8695 -0.5 0.0 0.5
O 1.9465 15.7747 4.3562 0.6 -0.1 -0.5
N -0.2204 15.0437 4.4891 0.2 0.1 0.5
C -0.1987 14.2231 3.3160 -0.8 -0.2 -1.3
C -1.4633 15.1263 5.2135 0.2 0.4 0.1
H 0.6643 16.4076 5.7607 -0.2 -0.1 0.0
H 0.7311 14.2893 2.7621 0.3 -0.1 0.5
H -0.9561 14.5562 2.5843 0.0 0.2 0.3
H -0.4926 13.1880 3.5066 0.4 0.0 0.3
H -1.7692 14.1839 5.6762 0.0 -0.2 -0.3
H -1.3669 15.8310 6.0382 0.1 0.1 -0.1
H -2.2299 15.5089 4.5371 -0.3 -0.3 0.1
```
Positions in Å, forces in eV/Å.

<S²> = 20.0309
multiplicity = 9
HOMO-LUMO gap (spin up / spin down) = 0.17392 / 0.18982 Eh
charge = +1

ORCA calculation (ωB97M-V/def2-TZVPD) on a molecular structure, C9H22F3HgN2O13S3 in a non-equilibrium geometry.

XYZ file:
```
53
Properties=species:S:1:pos:R:3:forces:R:3
Hg -16.0034 -6.6406 -4.2296 0.1 -0.9 -2.2
S -14.3737 -5.0901 -6.1572 -0.3 0.4 -1.8
O -15.5023 -5.9509 -6.5893 0.2 0.2 0.3
O -14.7346 -3.6579 -6.2155 0.3 -0.2 0.4
O -14.1076 -5.4733 -4.7087 0.5 0.1 0.9
O -13.1818 -5.3752 -6.9919 0.2 0.1 0.6
S -18.0509 -8.9279 -6.2201 -1.2 0.0 -0.8
O -16.9793 -9.9093 -6.5936 0.1 -0.2 0.2
O -17.4272 -8.0534 -5.1620 -0.4 -0.2 0.6
O -18.4983 -8.1371 -7.3779 0.7 -0.2 0.3
O -19.2516 -9.5876 -5.6376 0.8 -0.4 0.3
C -19.7602 -3.4967 -4.3284 -0.5 -0.8 -0.4
F -18.8726 -2.5035 -4.2994 0.2 0.4 0.3
F -20.0792 -3.8168 -3.0501 0.3 0.1 0.3
F -20.9065 -2.9938 -4.8418 -0.1 0.3 -0.2
S -19.1658 -4.9481 -5.3411 -0.1 -0.8 -0.4
O -18.0252 -5.3850 -4.5489 -0.5 0.8 0.3
O -20.2807 -5.8544 -5.3657 -0.4 0.2 0.7
O -18.9055 -4.3113 -6.5954 0.4 0.6 -0.2
C -17.0190 -7.5078 0.2100 -0.3 0.2 -0.5
C -16.9533 -6.9427 -1.2170 0.3 -0.2 0.3
C -16.2953 -5.5471 -1.2033 -0.1 -1.2 -0.2
O -16.0558 -5.1044 -2.5098 0.2 0.5 1.6
C -15.6248 -3.7682 -2.5586 -0.3 1.2 -1.0
N -16.2720 -7.9193 -2.1110 -0.8 -0.1 1.2
H -17.5929 -8.4361 0.1735 0.0 0.0 0.1
H -17.5452 -6.8050 0.8621 0.2 -0.1 0.3
H -16.0177 -7.7600 0.5652 0.0 0.2 0.2
H -17.9831 -6.8261 -1.5600 0.1 0.0 -0.4
H -15.3467 -5.6410 -0.6498 0.1 0.3 0.1
H -16.9858 -4.8837 -0.6689 0.1 0.2 0.0
H -16.4458 -3.0941 -2.2731 -0.1 -0.2 0.1
H -15.3730 -3.5387 -3.5973 0.0 -0.2 0.0
H -14.7545 -3.4989 -1.9465 0.1 -0.7 0.2
H -16.9084 -8.7176 -2.1237 -0.2 0.2 -0.9
H -15.4872 -8.3428 -1.6157 0.5 0.6 -0.3
C -13.8151 -10.7671 -5.0701 0.5 -0.7 0.1
C -14.1029 -9.5059 -4.2393 -0.8 -0.9 -1.0
C -12.9030 -9.0446 -3.4677 0.8 1.0 0.1
O -13.3016 -8.2839 -2.3353 -0.5 -0.1 0.3
C -12.2554 -7.6364 -1.7043 1.0 0.6 -0.1
N -14.6063 -8.4883 -5.1729 1.0 -0.5 0.5
H -14.7690 -11.1388 -5.4460 0.1 0.1 -0.3
H -13.2891 -11.6162 -4.5976 -0.3 0.2 0.6
H -13.1391 -10.5324 -5.8996 -0.3 0.3 -0.2
H -14.9390 -9.7279 -3.5707 0.2 -0.1 0.3
H -12.2747 -8.3886 -4.0938 -0.2 0.0 -0.2
H -12.2047 -9.8355 -3.1501 -0.4 -0.4 0.1
H -11.6201 -8.3259 -1.1222 0.0 0.0 0.0
H -12.5917 -6.8317 -1.0460 -0.5 -0.3 0.1
H -11.6055 -7.1043 -2.4173 -0.1 -0.2 -0.1
H -15.3315 -8.8964 -5.7847 -0.2 0.1 0.2
H -13.8007 -8.2708 -5.7561 -0.4 0.7 -0.3
```
Positions in Å, forces in eV/Å.

multiplicity = 1
HOMO-LUMO gap = 0.15528 Eh
charge = -3